No. 1
{"formula": "C4H8", "method": "ωB97M-V/def2-TZVPD", "e_homo_ev": -10.2517, "gap_ev": 11.5, "energy_ha": -157.13923, "de_lowest_kj_mol": 117.4, "smiles": "C1CCC1", "lumo_ha": 0.0464, "symbols": ["C", "C", "C", "C", "H", "H", "H", "H", "H", "H", "H", "H"], "coordinates": [[-0.07736, -1.06592, -0.22423], [-0.92920, 0.19620, -0.59607], [-0.00452, 1.04329, 0.38954], [1.03702, -0.08425, 0.44224], [0.34145, -1.64924, -1.08765], [-0.56209, -1.86261, 0.39792], [-2.05347, 0.27500, -0.34894], [-0.65481, 0.37611, -1.75182], [-0.52357, 1.06428, 1.40926], [0.19679, 2.08166, -0.05723], [1.96083, -0.12668, -0.12039], [1.26892, -0.24783, 1.54738]]}

=====

No. 2
{"formula": "C3H6N2O", "method": "ωB97M-V/def2-TZVPD", "e_homo_ev": -10.2202, "gap_ev": 11.1, "energy_ha": -302.64052, "de_lowest_kj_mol": 138.0, "smiles": "N#C[C@H](O)CN", "lumo_ha": 0.0311, "symbols": ["N", "C", "C", "O", "C", "N", "H", "H", "H", "H", "H", "H"], "coordinates": [[1.46266, -1.28932, -1.57511], [1.33579, -0.40186, -0.84389], [0.84673, 0.56174, 0.17970], [1.19611, 0.12796, 1.46365], [-0.67560, 0.60865, -0.01286], [-1.18492, -0.75890, 0.04898], [1.29313, 1.54899, 0.02962], [0.60973, -0.62264, 1.65402], [-0.91078, 1.15392, -0.94022], [-1.07575, 1.18173, 0.83134], [-2.17278, -0.77361, -0.17863], [-0.72432, -1.33666, -0.65658]]}